(1)
Below is a cluster of 5 separate species, C21H41O8 in total, with properties calculated with ωB97M-V/def2-TZVPD.

Geometry as XYZ:
```
70
C21H41O8 (ωB97M-V/def2-TZVPD)
C 0.503 7.337 1.247
C -1.070 7.208 1.173
O -1.610 5.963 1.609
C -1.100 4.838 0.884
C -1.107 4.972 -0.683
O 0.249 5.096 -1.135
C 0.329 5.190 -2.546
O 1.364 5.663 -3.039
O -0.670 4.803 -3.282
H 1.054 6.379 1.378
H 0.841 7.933 0.359
H 0.761 7.973 2.147
H -1.436 7.530 0.153
H -1.487 7.988 1.875
H -0.071 4.516 1.227
H -1.770 3.966 1.135
H -1.767 5.793 -1.068
H -1.519 4.008 -1.101
C 4.254 2.451 -1.064
C 2.900 2.650 -1.716
C 1.953 2.326 -0.576
O 2.624 2.694 0.640
C 4.001 2.956 0.344
H 5.065 2.979 -1.566
H 4.503 1.384 -1.040
H 2.780 3.696 -2.015
H 2.738 2.025 -2.594
H 1.738 1.250 -0.529
H 1.010 2.867 -0.653
H 4.158 4.038 0.411
H 4.635 2.465 1.087
C 2.568 -1.167 1.647
C 3.068 -2.593 1.523
C 1.919 -3.381 2.129
O 0.723 -2.636 1.867
C 1.083 -1.329 1.394
H 3.045 -0.473 0.954
H 2.735 -0.802 2.665
H 3.185 -2.855 0.467
H 4.019 -2.772 2.025
H 2.028 -3.470 3.216
H 1.827 -4.383 1.705
H 0.856 -1.285 0.322
H 0.485 -0.574 1.906
C -3.466 -4.896 1.174
C -2.070 -4.866 1.763
C -2.028 -3.490 2.399
O -3.372 -3.179 2.802
C -4.265 -4.133 2.217
H -3.848 -5.904 1.000
H -3.478 -4.357 0.225
H -1.975 -5.639 2.533
H -1.280 -5.019 1.028
H -1.709 -2.732 1.681
H -1.367 -3.448 3.265
H -4.617 -4.799 3.014
H -5.127 -3.615 1.791
C -1.204 -3.664 -3.456
C -2.240 -4.717 -3.798
C -2.176 -5.627 -2.584
O -1.813 -4.805 -1.469
C -1.384 -3.524 -1.955
H -1.340 -2.723 -3.990
H -0.202 -4.042 -3.679
H -3.229 -4.256 -3.868
H -2.042 -5.241 -4.734
H -1.403 -6.394 -2.702
H -3.128 -6.122 -2.379
H -2.165 -2.795 -1.715
H -0.465 -3.228 -1.447
```

* LUMO energy: 2.2 eV
* total charge: -1

---

(2)
Below is a cluster of 6 separate species, C21H42BNO11 in total, with properties calculated with ωB97M-V/def2-TZVPD.

Geometry as XYZ:
```
76
C21H42BNO11 (ωB97M-V/def2-TZVPD)
O 0.957 0.919 0.080
C 0.439 0.407 -0.952
O 0.981 -0.793 -1.548
C -0.832 1.082 -1.676
C -2.091 0.035 -1.636
C -2.438 -0.509 -3.101
O -1.281 -1.232 -3.679
C -1.504 -1.142 -5.105
O -2.342 -1.908 -5.658
N -0.811 -0.140 -5.926
C 0.647 -0.441 -6.085
B 1.615 0.337 -5.031
O 2.615 -0.475 -4.324
O 1.605 1.751 -4.764
H 1.717 -0.532 -2.164
H -1.131 2.011 -1.062
H -0.572 1.371 -2.750
H -2.989 0.632 -1.238
H -1.804 -0.829 -0.942
H -2.633 0.369 -3.833
H -3.358 -1.201 -3.111
H -0.984 0.803 -5.551
H 0.939 -0.076 -7.147
H 0.869 -1.572 -6.008
H 3.484 -0.161 -4.666
H 1.363 1.942 -3.824
C -0.625 6.441 -0.443
C -0.024 5.436 -1.389
C 1.475 5.299 -1.394
O -0.723 4.762 -2.122
H -1.712 6.432 -0.548
H -0.370 6.181 0.587
H -0.258 7.442 -0.681
H 1.823 4.987 -0.407
H 1.935 6.249 -1.675
H 1.767 4.540 -2.123
C -0.052 -2.522 3.904
C -0.761 -2.200 2.616
C 0.085 -1.740 1.458
O -1.971 -2.307 2.514
H -0.784 -2.840 4.650
H 0.660 -3.335 3.744
H 0.462 -1.638 4.275
H 0.802 -2.518 1.190
H 0.606 -0.819 1.722
H -0.558 -1.545 0.598
C -5.844 0.852 1.719
C -5.427 -0.222 0.751
C -6.180 -1.525 0.794
O -4.517 -0.045 -0.037
H -5.216 1.733 1.575
H -6.885 1.131 1.540
H -5.719 0.497 2.744
H -7.236 -1.351 0.574
H -6.070 -1.985 1.778
H -5.772 -2.204 0.042
C 1.367 0.518 7.739
C 1.966 -0.488 6.792
C 3.465 -0.625 6.784
O 1.265 -1.164 6.061
H 0.279 0.508 7.636
H 1.624 0.259 8.768
H 1.732 1.519 7.498
H 3.815 -0.935 7.771
H 3.923 0.325 6.501
H 3.755 -1.384 6.055
C 3.268 -2.505 -0.162
C 4.517 -2.783 -0.956
C 4.811 -4.219 -1.303
O 5.260 -1.884 -1.303
H 3.184 -1.431 0.015
H 2.391 -2.837 -0.721
H 3.319 -3.016 0.802
H 4.002 -4.627 -1.913
H 4.930 -4.806 -0.390
H 5.740 -4.270 -1.875
```

* LUMO energy: 0.3 eV

---

(3)
Below is a structure of composition C21H42Cl2FI2N5O4PS, with properties calculated with ωB97M-V/def2-TZVPD.

Geometry as XYZ:
```
79
C21H42Cl2FI2N5O4PS (ωB97M-V/def2-TZVPD)
C -1.219 4.808 2.092
C -1.284 3.240 2.140
Cl -3.005 2.871 1.740
C -0.074 2.730 1.291
Cl 1.231 3.370 2.460
C 0.451 1.303 0.884
C 1.951 1.634 0.436
O 2.187 2.871 -0.239
C 2.261 2.870 -1.639
O 1.042 3.089 -2.308
C 0.786 4.500 -2.362
C -0.679 4.813 -2.456
O -1.296 3.987 -3.415
N -0.028 0.796 -0.451
S -1.651 1.424 -0.630
C 0.130 -0.616 -0.903
C -0.682 -0.552 -2.267
C -0.311 -1.487 -3.399
N 0.487 -1.122 -4.289
C 1.530 -0.992 -1.459
C 2.748 -1.255 -0.528
C 4.034 -0.490 -0.826
I 4.529 -0.495 -2.918
C -0.429 -1.670 0.117
C 0.339 -3.035 0.137
C -0.278 -4.324 0.733
C -0.733 -4.379 2.211
C -2.194 -4.885 2.386
N -3.050 -3.812 2.955
P -2.235 -2.408 -0.154
N -3.413 -1.195 -0.431
O -2.025 -3.099 -1.645
N -0.316 -1.146 1.536
F -1.622 -1.189 2.035
C 0.430 0.138 1.902
C 1.764 -0.172 2.608
I -0.646 0.480 3.904
H -0.542 5.187 1.332
H -2.197 5.233 1.923
H -0.872 5.199 3.035
H -1.215 3.078 3.184
H -0.075 3.363 0.436
H 2.266 0.898 -0.288
H 2.673 1.580 1.240
H 2.867 3.734 -1.894
H 2.787 2.015 -2.058
H 1.272 4.857 -3.265
H 1.159 5.012 -1.481
H -0.772 5.862 -2.735
H -1.128 4.732 -1.467
H -2.204 4.298 -3.511
H -2.210 0.816 0.434
H -0.456 0.403 -2.716
H -1.740 -0.735 -2.159
H -0.770 -2.459 -3.520
H 0.592 -1.866 -4.974
H 1.760 -0.247 -2.205
H 1.484 -1.920 -1.992
H 2.422 -1.158 0.504
H 3.067 -2.289 -0.571
H 4.077 0.507 -0.416
H 4.850 -1.023 -0.367
H 0.583 -3.314 -0.875
H 1.274 -2.928 0.673
H -0.954 -4.849 0.082
H 0.579 -4.995 0.702
H -0.140 -5.104 2.751
H -0.700 -3.461 2.789
H -2.627 -5.166 1.436
H -2.213 -5.713 3.081
H -3.840 -3.626 2.359
H -3.358 -4.061 3.882
H -3.825 -1.278 -1.356
H -4.180 -1.333 0.218
H -2.909 -3.292 -1.990
H 0.164 -1.848 2.108
H 1.724 -1.105 3.163
H 1.985 0.599 3.318
H 2.617 -0.200 1.940
```

* LUMO energy: -4.0 eV
* total charge: +1

---

(4)
Below is a structure of composition C21H42F3GaIO10, with properties calculated with ωB97M-V/def2-TZVPD.

Geometry as XYZ:
```
78
C21H42F3GaIO10 (ωB97M-V/def2-TZVPD)
C 0.719 -0.660 -4.539
C -0.103 -0.257 -5.771
O -1.374 0.230 -5.417
C -1.372 1.621 -5.074
Ga -2.845 2.159 -3.792
I -2.109 1.486 -1.359
C -4.659 1.307 -4.169
O -4.506 -0.141 -4.346
C -5.570 -0.935 -4.301
F -5.682 -1.555 -3.094
F -5.468 -1.952 -5.220
F -6.758 -0.342 -4.545
H 1.360 -1.504 -4.764
H 0.034 -0.878 -3.731
H 1.313 0.178 -4.203
H -0.248 -1.116 -6.423
H 0.445 0.497 -6.337
H -1.433 2.212 -5.994
H -0.427 1.900 -4.608
H -3.011 3.749 -3.833
H -5.318 1.526 -3.338
H -5.093 1.726 -5.072
O 2.022 -0.068 -1.373
C 2.100 0.093 -0.187
O 1.067 0.647 0.481
C 1.012 0.701 1.898
C 1.773 1.880 2.462
C 3.370 -0.248 0.575
H 1.356 -0.241 2.330
H -0.049 0.789 2.134
H 2.835 1.820 2.226
H 1.670 1.915 3.548
H 1.395 2.813 2.044
H 4.061 0.591 0.494
H 3.818 -1.120 0.105
H 3.224 -0.476 1.629
O 5.240 1.516 3.063
C 6.346 1.077 2.900
O 6.963 1.314 1.723
C 8.323 0.963 1.475
C 8.461 -0.475 1.018
C 7.017 0.214 3.937
H 8.942 1.181 2.346
H 8.646 1.636 0.682
H 8.128 -1.173 1.786
H 9.500 -0.699 0.775
H 7.850 -0.646 0.132
H 6.688 -0.817 3.803
H 6.695 0.558 4.917
H 8.105 0.250 3.920
O 5.422 -2.525 4.434
C 4.275 -2.888 4.452
O 3.408 -2.324 3.600
C 2.064 -2.786 3.424
C 1.114 -2.160 4.422
C 3.786 -3.914 5.449
H 2.027 -3.876 3.439
H 1.794 -2.480 2.416
H 1.367 -2.435 5.447
H 0.091 -2.479 4.223
H 1.161 -1.073 4.353
H 3.560 -3.406 6.385
H 4.588 -4.626 5.623
H 2.910 -4.471 5.126
O -7.992 3.913 -0.344
C -8.421 2.808 -0.532
O -7.614 1.746 -0.358
C -8.103 0.404 -0.357
C -8.233 -0.173 -1.751
C -9.840 2.589 -1.017
H -9.043 0.349 0.198
H -7.369 -0.164 0.213
H -8.955 0.398 -2.338
H -8.570 -1.210 -1.707
H -7.294 -0.141 -2.279
H -9.854 2.696 -2.100
H -10.468 3.362 -0.580
H -10.264 1.624 -0.750
```

* LUMO energy: 1.9 eV
* total charge: -1

---

(5)
Below is a cluster of 5 separate species, C21H42NO14S4 in total, with properties calculated with ωB97M-V/def2-TZVPD.

Geometry as XYZ:
```
82
C21H42NO14S4 (ωB97M-V/def2-TZVPD)
C -0.183 -4.250 1.034
C -1.091 -3.389 0.514
C -1.409 -2.176 1.355
C -0.627 -1.044 1.260
N -0.930 -0.016 2.055
C -1.920 -0.015 2.939
C -2.735 -1.108 3.050
C -2.484 -2.233 2.243
C -3.357 -3.481 2.353
O -2.948 -4.350 3.087
O -4.494 -3.615 1.636
C -5.508 -2.626 1.925
H 0.781 -3.848 1.367
H -0.369 -5.313 1.198
H -1.597 -3.546 -0.442
H 0.205 -1.010 0.564
H -0.354 0.828 1.973
H -2.105 0.848 3.572
H -3.569 -1.190 3.739
H -6.142 -3.002 2.736
H -5.103 -1.646 2.199
H -6.102 -2.502 1.017
O -0.636 2.440 -1.711
S 0.138 3.122 -0.717
O 0.007 2.789 0.681
O -0.042 4.686 -0.893
C -1.378 5.233 -0.904
C -1.976 5.314 0.487
C 1.835 3.042 -1.162
H -2.014 4.657 -1.578
H -1.289 6.234 -1.321
H -2.157 4.320 0.898
H -2.927 5.847 0.459
H -1.299 5.830 1.168
H 1.936 3.326 -2.206
H 2.166 2.015 -1.019
H 2.404 3.709 -0.519
O 5.258 1.341 -5.389
S 4.728 0.720 -4.217
O 3.909 1.456 -3.298
O 5.922 0.034 -3.410
C 7.059 0.846 -3.062
C 6.772 1.761 -1.887
C 3.882 -0.757 -4.667
H 7.398 1.412 -3.931
H 7.855 0.151 -2.797
H 6.039 2.522 -2.151
H 7.684 2.265 -1.567
H 6.366 1.193 -1.048
H 4.517 -1.335 -5.333
H 2.962 -0.468 -5.174
H 3.650 -1.318 -3.765
O -2.307 -0.353 6.076
S -1.536 -1.406 6.683
O -2.161 -2.456 7.416
O -0.384 -0.763 7.566
C -0.754 0.194 8.585
C -1.337 -0.475 9.812
C -0.484 -2.129 5.464
H -1.440 0.936 8.173
H 0.163 0.716 8.853
H -2.301 -0.935 9.592
H -1.485 0.256 10.607
H -0.676 -1.264 10.172
H 0.028 -1.336 4.923
H -1.113 -2.706 4.787
H 0.227 -2.784 5.960
O 0.055 1.300 -6.656
S -0.410 0.296 -5.752
O 0.513 -0.515 -5.010
O -1.431 -0.657 -6.520
C -0.995 -1.271 -7.749
C -0.063 -2.442 -7.506
C -1.568 1.006 -4.631
H -0.533 -0.525 -8.398
H -1.897 -1.619 -8.247
H 0.886 -2.111 -7.084
H 0.145 -2.961 -8.442
H -0.506 -3.145 -6.799
H -2.293 1.589 -5.193
H -1.014 1.648 -3.949
H -2.055 0.208 -4.077
```

* LUMO energy: -4.1 eV
* total charge: +1

---

(6)
Below is a cluster of 7 separate species, C21H42O11 in total, with properties calculated with ωB97M-V/def2-TZVPD.

Geometry as XYZ:
```
74
C21H42O11 (ωB97M-V/def2-TZVPD)
C 1.889 -2.210 -2.888
O 1.968 -1.344 -1.758
C 0.872 -0.926 -1.038
O -0.354 -0.951 -1.348
O 1.397 -0.157 -0.052
C 0.459 0.504 0.834
H 1.953 -3.258 -2.597
H 2.808 -1.994 -3.432
H 0.914 -1.993 -3.325
H 0.162 1.458 0.398
H 1.026 0.848 1.699
H -0.431 -0.032 1.162
C 2.643 5.385 5.977
O 2.339 4.037 5.990
C 3.107 3.103 5.400
O 4.232 3.246 4.829
O 2.452 1.931 5.543
C 2.933 0.812 4.812
H 3.711 5.580 6.067
H 2.051 5.913 6.725
H 2.436 5.758 4.974
H 2.154 0.231 4.318
H 3.319 0.051 5.490
H 3.718 0.934 4.066
C -3.239 0.997 -1.437
C -4.694 1.348 -1.663
O -5.115 1.413 -2.844
C -5.692 1.289 -0.487
H -2.551 1.481 -2.130
H -3.161 -0.090 -1.478
H -2.929 1.289 -0.433
H -6.724 1.219 -0.831
H -5.531 2.204 0.082
H -5.369 0.424 0.093
C -0.250 -4.800 -1.826
C -0.027 -5.884 -2.801
O 0.100 -5.597 -4.009
C -0.014 -7.317 -2.350
H -0.731 -3.862 -2.103
H 0.555 -4.666 -1.104
H -1.113 -5.048 -1.207
H -0.118 -8.030 -3.168
H -0.810 -7.459 -1.619
H 0.877 -7.404 -1.728
C 1.118 3.634 2.893
C -0.016 4.646 2.805
O -0.404 5.207 3.829
C -0.318 4.909 1.395
H 1.185 2.962 2.037
H 0.945 2.973 3.742
H 2.045 4.192 3.028
H -1.389 5.089 1.300
H -0.151 3.982 0.846
H 0.278 5.763 1.073
C -2.778 -0.451 2.439
C -2.853 1.055 2.278
O -1.945 1.731 1.734
C -4.161 1.750 2.806
H -3.693 -0.871 2.857
H -2.044 -0.593 3.232
H -2.337 -0.906 1.552
H -4.777 1.952 1.929
H -3.824 2.612 3.383
H -4.744 1.118 3.476
C 1.582 -2.511 -7.016
C 2.973 -3.068 -7.303
O 3.220 -3.457 -8.439
C 4.007 -3.277 -6.185
H 1.158 -2.879 -6.081
H 0.826 -2.518 -7.800
H 1.870 -1.471 -6.859
H 4.470 -2.358 -5.826
H 4.923 -3.745 -6.547
H 3.617 -3.905 -5.384
```

* 2S+1: 2
* LUMO energy (spin up / spin down): 2.1 / 2.1 eV
* total charge: -1